[1]
Molecular formula: C7H14OS2
Method: DFT, the ωB97M-V functional and the def2-TZVPD basis

```
24
Properties=species:S:1:pos:R:3:nbo_charge:R:1
C -1.01 2.64 -0.30 -0.58
C -0.12 2.59 -1.49 -0.55
C 0.27 0.51 0.03 -0.61
C 1.07 -1.29 1.53 -0.60
C 0.15 -1.86 -0.85 -0.61
C -1.40 -1.23 0.83 -0.62
C 0.04 -0.95 0.39 -0.07
O 2.27 1.65 -1.58 -0.96
S -0.30 1.87 1.09 0.27
S 0.60 0.89 -1.54 1.01
H -1.10 3.69 -0.07 0.24
H -1.97 2.33 -0.61 0.21
H -0.89 2.82 -2.31 0.24
H 0.83 3.10 -1.62 0.27
H 2.83 0.97 -1.18 0.47
H 0.73 -2.13 2.01 0.20
H 1.22 -0.41 2.24 0.22
H 1.99 -1.61 1.00 0.21
H -0.60 -1.41 -1.49 0.21
H 1.12 -1.85 -1.24 0.20
H -0.04 -2.84 -0.63 0.21
H -1.41 -2.38 0.99 0.21
H -2.20 -0.90 0.13 0.21
H -1.50 -0.56 1.67 0.22
```

Properties
DFT total energy: -31200.831 eV
Highest occupied orbital energy: -0.274 hartree
Gap between HOMO and LUMO: 8.036 eV
Multiplicity: 1
Relative energy (zero: lowest compared OMol25 entry of this formula, charge and spin): 3.662 eV
Total charge: 0

[2]
Molecular formula: C25H73N4O9
Method: DFT, the ωB97M-V functional and the def2-TZVPD basis

```
111
Properties=species:S:1:pos:R:3:mulliken_charge:R:1
N 1.83 -2.42 2.23 -0.42
C 2.95 -2.57 1.31 2.09
N 2.82 -1.72 0.12 -0.46
N 3.06 -3.98 1.01 -0.54
C 4.27 -2.18 2.07 -1.74
N 4.02 -1.89 3.51 0.41
C 4.99 -0.95 4.17 -0.57
C 4.29 -0.40 5.40 -0.73
C 3.63 -1.51 6.24 -0.54
C 4.09 -2.90 5.81 -0.67
C 3.92 -3.17 4.32 -0.61
H 1.00 -2.82 1.83 -0.20
H 1.62 -1.42 2.32 -0.08
H 3.51 -0.99 0.02 0.08
H 1.91 -1.27 0.10 0.10
H 3.89 -4.15 0.46 0.35
H 2.29 -4.27 0.43 0.22
H 4.75 -1.31 1.63 0.37
H 4.97 -3.02 2.06 0.24
H 3.10 -1.44 3.56 0.26
H 5.89 -1.54 4.39 0.40
H 5.25 -0.17 3.46 0.44
H 5.00 0.20 5.99 0.43
H 3.53 0.30 5.05 0.21
H 2.54 -1.42 6.14 0.25
H 3.85 -1.39 7.30 0.41
H 3.56 -3.68 6.36 0.38
H 5.15 -3.02 6.08 0.38
H 4.71 -3.82 3.94 0.30
H 2.96 -3.60 4.04 0.36
C 0.13 -1.76 -2.48 -0.77
C -0.18 -2.78 -1.41 -0.18
O -0.54 -2.18 -0.15 -0.24
H 0.93 -1.09 -2.16 0.09
H 0.43 -2.26 -3.40 0.38
H -0.75 -1.16 -2.72 0.06
H 0.71 -3.37 -1.18 0.15
H -0.95 -3.46 -1.76 0.48
H -1.33 -1.65 -0.28 0.11
C -1.94 1.55 -1.16 -0.65
C -1.48 2.07 -2.50 -0.33
O -2.11 1.43 -3.60 -0.45
H -1.75 0.48 -1.09 -0.18
H -1.41 2.05 -0.35 0.41
H -3.01 1.71 -1.01 0.26
H -0.41 1.88 -2.63 0.33
H -1.63 3.16 -2.56 0.34
H -3.06 1.63 -3.55 0.29
C -1.56 0.51 3.31 -1.23
C -0.18 0.00 3.67 0.02
O 0.78 0.27 2.64 -0.63
H -1.89 0.05 2.38 0.17
H -2.28 0.28 4.08 0.32
H -1.56 1.60 3.17 0.37
H -0.19 -1.08 3.78 0.26
H 0.16 0.43 4.62 0.33
H 0.82 1.22 2.50 0.27
C -0.23 -6.04 0.67 -0.76
C -1.42 -5.38 1.33 -0.24
O -1.10 -4.10 1.88 -0.51
H 0.60 -6.14 1.37 0.18
H -0.49 -7.03 0.29 0.42
H 0.12 -5.45 -0.19 0.08
H -1.76 -5.98 2.17 0.33
H -2.25 -5.30 0.62 0.28
H -0.79 -3.53 1.16 0.15
C -6.49 2.60 4.11 -1.10
C -5.08 2.18 4.47 -0.20
O -4.13 2.53 3.46 -0.44
H -6.80 2.14 3.17 0.30
H -7.19 2.29 4.89 0.34
H -6.57 3.68 4.01 0.33
H -5.01 1.10 4.56 0.26
H -4.79 2.62 5.43 0.29
H -4.15 3.48 3.35 0.26
C -1.25 -1.69 -6.77 -0.95
C -2.57 -1.86 -6.05 -0.26
O -2.52 -1.41 -4.70 -0.40
H -0.46 -2.23 -6.25 0.19
H -1.32 -2.07 -7.79 0.37
H -0.97 -0.64 -6.83 0.28
H -2.85 -2.91 -5.99 0.28
H -3.37 -1.34 -6.59 0.29
H -2.30 -0.47 -4.70 0.25
C 4.25 0.98 -3.29 -0.93
C 4.10 1.84 -2.06 -0.25
O 4.17 1.09 -0.85 -0.49
H 3.49 0.20 -3.31 0.15
H 4.17 1.58 -4.20 0.38
H 5.23 0.49 -3.31 0.36
H 3.12 2.32 -2.04 0.18
H 4.86 2.64 -2.05 0.31
H 5.04 0.68 -0.82 0.26
C -0.66 4.90 -5.29 -0.80
C -0.60 5.99 -4.24 -0.32
O -0.38 5.46 -2.93 -0.47
H -1.44 4.18 -5.06 0.11
H -0.87 5.33 -6.28 0.38
H 0.29 4.37 -5.36 0.29
H -1.55 6.51 -4.17 0.22
H 0.16 6.73 -4.48 0.32
H 0.46 5.00 -2.93 0.28
C -4.75 5.69 -2.55 -0.86
C -5.21 4.49 -3.35 -0.34
O -4.30 3.39 -3.24 -0.44
H -3.75 6.00 -2.86 0.08
H -5.43 6.53 -2.67 0.38
H -4.71 5.45 -1.48 0.31
H -5.24 4.73 -4.41 0.31
H -6.22 4.19 -3.05 0.28
H -4.26 3.16 -2.31 0.18
```

Properties
DFT total energy: -51490.131 eV
Highest occupied orbital energy: -0.421 hartree
Gap between HOMO and LUMO: 9.474 eV
Multiplicity: 1
Total charge: +1

[3]
Molecular formula: C23H32GeNO4Rh
Method: DFT, the ωB97M-V functional and the def2-TZVPD basis

```
62
Properties=species:S:1:pos:R:3:nbo_charge:R:1
Rh 0.42 -0.16 0.01 0.93
C 3.84 -1.45 0.21 -0.66
C 2.82 -0.71 1.02 0.05
C 2.63 0.68 0.85 -0.04
C 3.60 1.50 0.04 -0.65
C 1.60 1.33 1.57 -0.05
C 1.43 2.83 1.47 -0.65
C 0.73 0.59 2.40 -0.04
C -0.32 1.33 3.20 -0.64
C 0.89 -0.82 2.50 -0.02
C -0.12 -1.66 3.24 -0.65
C 1.98 -1.44 1.88 0.03
C 2.19 -2.92 2.04 -0.66
H 4.73 -1.68 0.80 0.23
H 4.15 -0.89 -0.67 0.23
H 3.42 -2.39 -0.15 0.26
H 3.79 2.46 0.52 0.23
H 3.23 1.69 -0.97 0.23
H 4.56 1.00 -0.05 0.23
H 2.04 3.33 2.23 0.23
H 0.40 3.13 1.63 0.23
H 1.74 3.20 0.50 0.23
H -0.74 0.71 3.98 0.23
H -1.14 1.70 2.58 0.23
H 0.13 2.20 3.69 0.23
H 0.23 -1.92 4.24 0.24
H -0.30 -2.59 2.70 0.24
H -1.08 -1.15 3.34 0.23
H 1.82 -3.27 3.00 0.23
H 3.24 -3.18 1.97 0.23
H 1.66 -3.46 1.25 0.25
O -4.88 -4.09 -1.75 -0.71
C -4.99 -3.19 -0.91 0.73
O -5.93 -2.76 -0.23 -0.73
C -3.67 -2.41 -0.67 -0.01
C -3.67 -1.23 0.06 -0.22
C -2.49 -0.54 0.25 0.03
N -1.34 -1.00 -0.24 -0.38
C -1.31 -2.16 -0.93 0.05
C -2.46 -2.88 -1.17 -0.17
C 0.05 -2.60 -1.31 0.74
O 0.27 -3.62 -1.90 -0.56
O 1.01 -1.79 -0.87 -0.64
H -4.62 -0.89 0.47 0.27
H -2.44 0.39 0.80 0.20
H -2.43 -3.80 -1.74 0.28
C -2.74 1.47 -2.31 -1.09
Ge -0.87 2.03 -2.39 1.58
C -0.39 2.40 -4.25 -1.07
C -0.66 3.67 -1.33 -1.09
C 0.40 0.62 -1.86 -0.90
H -3.35 2.19 -2.87 0.24
H -3.12 1.45 -1.29 0.23
H -2.89 0.49 -2.76 0.24
H -1.04 3.18 -4.67 0.23
H -0.50 1.51 -4.86 0.24
H 0.64 2.74 -4.33 0.23
H -1.22 4.47 -1.81 0.24
H 0.39 3.98 -1.28 0.22
H -1.04 3.56 -0.32 0.22
H 1.42 1.00 -1.96 0.19
H 0.30 -0.17 -2.60 0.22
```

Properties
DFT total energy: -93573.757 eV
Highest occupied orbital energy: -0.287 hartree
Gap between HOMO and LUMO: 6.284 eV
Multiplicity: 1
Relative energy (zero: lowest compared OMol25 entry of this formula, charge and spin): 0.000 eV
Total charge: 0